Entry 1:
Below is a structure of composition C39H50ErN4OP at a distorted geometry, with properties calculated with ωB97M-V/def2-TZVPD.

Computed properties:
E_HOMO (alpha / beta): -4.79 / -4.81 eV
Lowest unoccupied orbital energy (alpha / beta): -0.40 / -0.39 eV
2S+1: 4
Frontier orbital gap (alpha / beta): 4.40 / 4.42 eV

```
96
Properties=species:S:1:pos:R:3:lowdin_charge:R:1
Er -1.58 -5.19 17.19 1.100
C 2.63 -6.14 15.51 -0.028
C 1.24 -6.10 15.63 -0.104
N 0.69 -5.96 16.83 0.015
C 1.49 -6.09 17.93 -0.167
C 2.85 -6.41 17.88 -0.170
C 3.43 -6.42 16.62 0.014
C 3.51 -6.71 19.12 -0.062
C 2.91 -6.54 20.36 -0.089
C 1.59 -6.05 20.43 -0.035
C 0.92 -5.76 19.22 -0.210
N -0.32 -5.15 19.09 -0.067
C -0.93 -4.34 20.06 -0.215
C -0.23 -3.56 21.01 -0.023
C -0.89 -2.84 22.01 -0.101
C -2.23 -2.54 21.98 -0.042
C -3.01 -3.16 20.92 -0.104
C -4.35 -2.85 20.68 0.002
C -4.99 -3.44 19.58 -0.033
C -4.27 -4.18 18.64 -0.095
N -2.98 -4.50 18.86 -0.035
C -2.31 -4.05 19.92 -0.156
H 3.07 -5.83 14.57 0.114
H 0.66 -6.24 14.73 0.099
H 4.44 -6.69 16.50 0.106
H 4.47 -7.22 19.09 0.103
H 3.51 -6.87 21.29 0.132
H 1.04 -5.92 21.35 0.105
H 0.88 -3.61 21.10 0.120
H -0.16 -2.40 22.75 0.123
H -2.70 -1.82 22.62 0.096
H -4.80 -2.13 21.34 0.113
H -6.06 -3.30 19.44 0.107
H -4.82 -4.64 17.84 0.100
C -0.39 -1.33 17.15 -0.094
C -1.54 -1.24 16.26 -0.236
C -1.82 0.07 15.78 -0.098
C -2.93 0.29 14.97 -0.159
C -3.62 -0.80 14.45 -0.137
C -3.38 -2.09 14.76 -0.245
C -4.31 -3.10 14.17 -0.083
C -2.33 -2.39 15.77 -0.390
N -1.99 -3.56 16.07 -0.201
H 0.48 -0.88 16.67 0.079
H -0.23 -2.38 17.25 0.021
H -0.56 -0.80 18.10 0.085
H -1.26 0.94 16.19 0.105
H -3.21 1.36 14.74 0.096
H -4.39 -0.51 13.71 0.105
H -3.90 -4.13 14.26 0.022
H -4.46 -2.86 13.11 0.076
H -5.26 -3.08 14.73 0.084
C -2.58 -8.13 18.81 -0.153
C -3.28 -8.71 17.59 -0.527
C -3.30 -10.24 17.63 -0.088
P -2.58 -7.83 16.14 1.017
C -3.98 -7.69 14.87 -0.515
C -4.88 -8.93 14.69 -0.101
C -4.81 -6.53 15.37 -0.170
C -1.24 -8.83 15.38 -0.512
C -0.16 -9.20 16.45 -0.104
C -1.74 -10.10 14.60 -0.099
H -3.26 -8.18 19.71 0.106
H -2.40 -7.07 18.71 -0.016
H -1.64 -8.61 19.21 0.106
H -4.29 -8.25 17.59 0.112
H -2.25 -10.65 17.58 0.083
H -3.90 -10.74 16.87 0.064
H -3.62 -10.55 18.60 0.065
H -3.44 -7.30 13.94 0.120
H -5.59 -9.08 15.50 0.075
H -4.27 -9.85 14.63 0.055
H -5.47 -8.67 13.84 0.071
H -5.65 -6.83 15.98 0.068
H -5.25 -6.01 14.46 0.099
H -4.19 -5.77 15.95 0.033
H -0.78 -8.09 14.66 0.075
H -0.25 -10.24 16.77 0.065
H -0.25 -8.62 17.37 0.046
H 0.86 -9.08 16.04 0.082
H -2.09 -10.87 15.28 0.051
H -0.84 -10.45 14.03 0.087
H -2.50 -9.82 13.82 0.067
C -1.71 -6.65 10.59 -0.175
C -2.32 -5.53 11.49 -0.144
C -1.37 -5.50 12.75 -0.202
O -0.71 -6.76 12.81 -0.223
C -0.76 -7.43 11.49 -0.163
H -1.16 -6.19 9.71 0.126
H -2.49 -7.39 10.25 0.113
H -3.37 -5.81 11.74 0.103
H -2.33 -4.54 11.01 0.111
H -1.94 -5.31 13.69 0.083
H -0.62 -4.66 12.63 0.134
H -1.07 -8.50 11.68 0.124
H 0.24 -7.36 11.05 0.108
```

=====

Entry 2:
Below is a structure of composition C39H51BClF4HfN2O3P2 at a distorted geometry, with properties calculated with ωB97M-V/def2-TZVPD.

Computed properties:
Charge: +1
E_HOMO: -9.78 eV
Lowest unoccupied orbital energy: -2.86 eV
2S+1: 1
Frontier orbital gap: 6.92 eV
Energy above the lowest of the compared OMol25 structures with the same formula, charge and spin: 214.0 kJ/mol

```
104
Properties=species:S:1:pos:R:3:lowdin_charge:R:1
Hf 0.83 0.25 0.01 1.710
C -0.69 2.78 2.37 -0.135
C 0.56 2.07 2.90 -0.507
C 1.76 2.55 2.10 -0.092
P 0.03 0.23 2.82 1.114
C -0.22 -0.01 4.68 -0.503
C -1.58 0.50 5.14 -0.113
C 0.87 0.59 5.59 -0.113
C 1.23 -1.20 2.62 -0.311
C 2.16 -1.63 3.56 -0.046
C 2.69 -2.91 3.54 -0.262
C 3.71 -3.36 4.53 -0.038
C 2.19 -3.81 2.60 -0.020
C 1.30 -3.41 1.62 -0.006
C 0.88 -2.08 1.55 -0.319
N 0.08 -1.54 0.54 -0.234
C -0.42 -2.14 -0.61 -0.326
C 0.13 -3.16 -1.39 -0.022
C -0.43 -3.48 -2.62 -0.019
C -1.55 -2.83 -3.11 -0.270
C -2.14 -3.13 -4.45 -0.037
C -2.12 -1.83 -2.32 -0.063
C -1.58 -1.49 -1.10 -0.334
P -2.06 -0.06 -0.04 1.091
C -3.34 0.88 -1.06 -0.515
C -3.41 2.31 -0.49 -0.117
C -4.74 0.32 -1.22 -0.102
C -2.95 -0.99 1.34 -0.511
C -3.78 -2.17 0.87 -0.088
C -3.77 -0.04 2.21 -0.121
H -0.60 3.86 2.48 0.092
H -0.84 2.56 1.30 0.029
H -1.58 2.46 2.91 0.053
H 0.70 2.34 3.95 0.090
H 1.63 2.32 1.04 0.029
H 1.84 3.64 2.19 0.106
H 2.70 2.13 2.45 0.078
H -0.21 -1.10 4.79 0.106
H -1.62 1.58 5.14 0.076
H -2.38 0.12 4.51 0.042
H -1.78 0.16 6.16 0.089
H 0.52 1.52 6.03 0.079
H 1.07 -0.10 6.41 0.090
H 1.80 0.79 5.08 0.064
H 2.51 -0.95 4.32 0.101
H 4.22 -2.51 4.98 0.081
H 3.24 -3.93 5.33 0.087
H 4.45 -4.00 4.06 0.084
H 2.50 -4.85 2.64 0.121
H 0.92 -4.13 0.92 0.102
H 1.03 -3.67 -1.08 0.103
H 0.05 -4.25 -3.22 0.118
H -1.52 -3.80 -5.02 0.080
H -3.13 -3.58 -4.33 0.089
H -2.26 -2.20 -5.01 0.076
H -2.98 -1.31 -2.70 0.109
H -2.90 0.95 -2.06 0.081
H -3.82 2.30 0.51 0.071
H -2.42 2.75 -0.46 0.047
H -4.05 2.93 -1.12 0.085
H -5.30 0.37 -0.29 0.068
H -5.29 0.91 -1.95 0.088
H -4.73 -0.71 -1.56 0.059
H -2.12 -1.37 1.95 0.076
H -4.61 -1.86 0.24 0.062
H -3.18 -2.89 0.31 0.073
H -4.20 -2.67 1.74 0.087
H -4.67 0.28 1.70 0.064
H -4.08 -0.56 3.12 0.083
H -3.19 0.83 2.48 0.044
O 2.38 -1.38 -0.86 -0.129
C 2.88 -1.20 -2.17 -0.129
C 1.79 -0.67 -3.06 -0.221
C 1.98 -0.62 -4.44 0.014
C 0.99 -0.08 -5.23 -0.019
C -0.15 0.41 -4.61 -0.023
C -0.25 0.32 -3.24 -0.124
N 0.69 -0.21 -2.46 0.064
H 3.16 -1.49 -0.28 0.106
H 3.26 -2.16 -2.56 0.150
H 3.71 -0.48 -2.17 0.146
H 2.89 -1.00 -4.87 0.127
H 1.10 -0.02 -6.30 0.120
H -0.95 0.86 -5.19 0.119
H -1.12 0.72 -2.73 0.090
Cl 1.45 5.51 -6.38 0.728
C 1.34 4.59 -4.94 -0.657
C 2.50 4.02 -4.41 -0.076
C 2.41 3.27 -3.25 0.015
C 1.18 3.09 -2.62 -0.132
C 0.03 3.67 -3.16 -0.003
C 0.11 4.42 -4.31 -0.079
C 1.13 2.20 -1.47 -0.571
O 0.06 2.03 -0.79 -0.158
O 2.11 1.49 -1.15 -0.072
H 3.45 4.17 -4.90 0.113
H 3.29 2.82 -2.81 0.131
H -0.92 3.51 -2.66 0.120
H -0.77 4.87 -4.74 0.112
F 4.73 -0.65 0.36 0.220
B 4.41 0.38 1.16 -1.102
F 2.61 0.22 1.04 -0.252
F 4.55 1.59 0.66 0.257
F 4.59 0.21 2.45 0.262
```

=====

What is the formula in the first record?
C39H50ErN4OP